DFT (ωB97M-V/def2-TZVPD) results for a molecular structure, C38H76FFeO2PSi4Te2.

Element x y z (Å)
Fe1 0.876 -0.927 0.427
C1 -6.421 0.328 0.247
C2 -5.078 0.591 0.937
C3 -4.549 1.981 0.583
C4 -4.098 -0.501 0.579
C5 -3.649 -1.381 1.550
C6 -2.864 -2.478 1.237
C7 -2.590 -3.529 2.285
C8 -2.304 -2.961 3.672
C9 -3.778 -4.501 2.351
C10 -2.459 -2.669 -0.089
C11 -2.867 -1.762 -1.071
C12 -3.690 -0.701 -0.728
C13 -2.446 -1.943 -2.510
C14 -3.632 -2.326 -3.405
C15 -1.746 -0.687 -3.031
C16 -1.901 -3.991 -0.485
C17 -2.901 -4.856 -0.921
C18 -2.666 -6.191 -1.217
C19 -1.379 -6.683 -1.044
C20 -0.375 -5.828 -0.645
C21 -0.572 -4.459 -0.393
P1 0.886 -3.364 -0.059
C22 1.874 -4.342 1.296
C23 2.549 -5.681 0.983
C24 2.956 -3.388 1.801
C25 0.886 -4.537 2.441
C26 1.856 -3.637 -1.739
C27 3.297 -3.178 -1.539
C28 1.182 -2.653 -2.692
C29 1.870 -5.006 -2.427
H1 -7.163 1.063 0.560
H2 -6.791 -0.668 0.490
H3 -6.306 0.391 -0.832
H4 -5.239 0.554 2.020
H5 -4.370 2.066 -0.486
H6 -3.612 2.156 1.104
H7 -5.269 2.747 0.874
H8 -3.947 -1.223 2.574
H9 -1.710 -4.081 1.969
H10 -3.204 -2.563 4.128
H11 -1.547 -2.179 3.610
H12 -1.926 -3.753 4.314
H13 -4.699 -3.954 2.553
H14 -3.624 -5.225 3.149
H15 -3.895 -5.044 1.414
H16 -4.027 -0.026 -1.499
H17 -1.729 -2.768 -2.538
H18 -4.451 -1.617 -3.287
H19 -3.995 -3.320 -3.146
H20 -3.327 -2.334 -4.453
H21 -2.431 0.157 -3.077
H22 -1.343 -0.858 -4.031
H23 -0.932 -0.437 -2.357
H24 -3.909 -4.467 -1.008
H25 -3.471 -6.832 -1.554
H26 -1.162 -7.731 -1.227
H27 0.611 -6.233 -0.526
H28 3.173 -5.624 0.098
H29 1.836 -6.493 0.874
H30 3.196 -5.936 1.824
H31 3.693 -3.168 1.041
H32 3.462 -3.831 2.657
H33 2.489 -2.462 2.130
H34 0.099 -5.235 2.161
H35 0.469 -3.564 2.711
H36 1.401 -4.932 3.316
H37 3.310 -2.253 -0.973
H38 3.762 -3.003 -2.509
H39 3.887 -3.928 -1.019
H40 1.104 -1.684 -2.209
H41 0.189 -3.001 -2.959
H42 1.764 -2.541 -3.608
H43 2.369 -5.767 -1.834
H44 2.422 -4.918 -3.366
H45 0.865 -5.347 -2.665
O1 3.341 -0.492 0.281
H46 3.402 0.014 1.100
H47 2.901 0.095 -0.356
O2 -1.205 0.272 0.009
H48 -1.266 0.622 0.906
H49 -0.571 0.832 -0.457
F1 1.233 0.269 -1.180
Te1 0.769 -0.155 2.831
C30 -1.217 5.727 -0.524
Si1 0.551 5.344 -1.137
C31 0.267 4.329 -2.727
C32 1.280 6.983 -1.784
Si2 1.824 4.383 0.465
Te2 1.384 2.429 1.626
Si3 1.906 5.849 2.216
C33 2.097 7.668 1.736
C34 3.329 5.446 3.430
C35 0.311 5.816 3.276
Si4 3.889 4.328 -0.493
C36 3.847 3.969 -2.357
C37 4.767 5.996 -0.286
C38 5.099 3.033 0.222
H50 -1.829 6.210 -1.288
H51 -1.207 6.380 0.349
H52 -1.723 4.809 -0.233
H53 -0.511 4.765 -3.358
H54 -0.023 3.307 -2.503
H55 1.177 4.279 -3.321
H56 0.612 7.514 -2.464
H57 2.209 6.792 -2.323
H58 1.519 7.665 -0.970
H59 2.929 7.797 1.046
H60 2.282 8.322 2.589
H61 1.191 8.021 1.242
H62 4.293 5.524 2.925
H63 3.245 4.428 3.800
H64 3.361 6.108 4.298
H65 -0.563 5.893 2.629
H66 0.255 6.638 3.992
H67 0.216 4.886 3.830
H68 3.403 4.808 -2.894
H69 3.244 3.088 -2.563
H70 4.837 3.799 -2.781
H71 4.161 6.796 -0.712
H72 5.739 6.035 -0.777
H73 4.917 6.223 0.769
H74 4.703 2.028 0.111
H75 5.268 3.199 1.283
H76 6.069 3.056 -0.274

The charge is -2. Its multiplicity is 5. As for the expectation value of S²: 6.050. As for the HOMO-LUMO gap (alpha / beta): 3.5 / 3.5 eV.

DFT (ωB97M-V/def2-TZVPD) results for 2 unconnected molecules or ions with the total composition C6H9IO.

Element x y z (Å)
C1 0.918 -2.483 -0.034
C2 -0.267 -2.115 0.558
C3 -1.227 -1.424 -0.078
C4 -0.270 1.531 -1.358
C5 -0.156 1.510 1.179
C6 0.281 0.880 -0.115
O1 -2.174 -1.005 -0.678
I1 2.227 0.261 -0.077
H1 1.775 -2.738 0.595
H2 1.028 -2.743 -1.123
H3 -0.377 -2.003 1.626
H4 -1.183 2.107 -1.127
H5 0.478 2.245 -1.887
H6 -0.274 0.790 -2.265
H7 0.163 2.584 1.369
H8 0.278 1.092 2.181
H9 -1.219 1.510 1.234

Its multiplicity is 3. As for the expectation value of S²: 2.025. As for the HOMO-LUMO gap (alpha / beta): 6.8 / 8.6 eV.

DFT (ωB97M-V/def2-TZVPD) results for a single FH4N2OP molecule.

Element x y z (Å)
N1 -0.905 0.270 0.628
N2 1.454 0.470 -1.073
O1 -1.715 -0.192 1.856
F1 -0.296 2.238 -1.318
P1 0.645 1.633 -0.181
H1 -1.562 0.517 -0.092
H2 -1.213 -0.963 1.909
H3 0.961 0.116 -1.877
H4 1.882 -0.193 -0.470

Its multiplicity is 3. For the relative energy (zero: lowest compared OMol25 entry of this formula, charge and spin), the calculation gives 170.9 kJ/mol. As for the expectation value of S²: 2.011. As for the HOMO-LUMO gap (alpha / beta): 6.6 / 8.5 eV.

DFT (ωB97M-V/def2-TZVPD) results for a single C4H6NPS molecule.

Element x y z (Å)
C1 -0.034 -0.884 0.428
C2 -1.455 -0.807 0.616
C3 0.760 0.242 -0.149
C4 0.599 -0.907 -0.968
N1 -1.952 1.414 -0.764
P1 1.833 1.553 0.204
S1 -2.588 0.288 -0.037
H1 0.591 -1.354 1.098
H2 -1.976 -1.267 1.473
H3 1.534 -1.612 -1.248
H4 0.108 -1.005 -1.912
H5 1.500 1.726 1.517
H6 1.081 2.612 -0.259

Its multiplicity is 1. For the relative energy (zero: lowest compared OMol25 entry of this formula, charge and spin), the calculation gives 498.1 kJ/mol. As for the HOMO-LUMO gap (alpha / beta): 8.4 / 6.0 eV.

| no. | electronic energy (Ha) | largest force on an atom (eV Å⁻¹) |
| --- | --- | --- |
| 1 | -5043.1452 | 2.993 |
| 2 | -606.7612 | 3.532 |
| 3 | -628.1931 | 3.004 |
| 4 | -950.0327 | 3.854 |